The following is a quantum chemistry calculation of C17H27GeIN4O3PdS as an isolated structure in a non-equilibrium geometry, from OMol25.

Each line ends with the natural charge from an NBO analysis.
CARTESIAN COORDINATES (ANGSTROEM)
Pd (-0.71460, 0.69571, 1.20190)  0.839
C (3.70081, -0.15009, -0.15794)  -0.703
C (2.40891, 0.33457, 0.45684)  0.698
N (2.47461, 1.47431, 1.17474)  -0.795
O (1.38104, -0.32116, 0.31402)  -0.661
H (4.46223, 0.62913, -0.20923)  0.213
H (3.49802, -0.53067, -1.15740)  0.243
H (4.08121, -0.97464, 0.44856)  0.240
H (3.30900, 2.02633, 1.20197)  0.399
H (1.62280, 1.84753, 1.54860)  0.422
C (-1.04701, -1.74771, 5.21246)  -1.072
Ge (-1.09836, -1.11382, 3.36715)  1.530
C (-0.31941, -2.45926, 2.18402)  -1.080
C (-2.98392, -0.82016, 2.89763)  -1.091
C (-0.14417, 0.58037, 3.13474)  -0.878
H (-1.62944, -2.66966, 5.30850)  0.228
H (-1.47694, -0.98962, 5.87314)  0.230
H (-0.01966, -1.94366, 5.53125)  0.227
H (-0.92970, -3.36508, 2.18102)  0.228
H (0.69456, -2.71028, 2.50400)  0.229
H (-0.25545, -2.07203, 1.16635)  0.232
H (-3.62728, -0.90864, 3.77673)  0.230
H (-3.30710, -1.54700, 2.15016)  0.226
H (-3.11678, 0.17734, 2.47810)  0.242
H (0.93506, 0.51764, 3.27307)  0.195
H (-0.57264, 1.42391, 3.67135)  0.220
C (-6.00248, 1.05241, 0.49587)  -0.595
C (-5.52393, 0.82452, -0.93948)  -0.444
C (-4.21546, 0.09107, -0.97728)  0.064
N (-3.14291, 0.49279, -0.40797)  -0.253
N (-2.05691, -0.36346, -0.57603)  -0.399
C (-2.36697, -1.40416, -1.28319)  0.229
N (-1.47133, -2.39600, -1.55454)  -0.802
S (-4.01420, -1.43901, -1.79614)  0.330
H (-6.95716, 1.58193, 0.49595)  0.212
H (-5.27363, 1.64912, 1.04568)  0.229
H (-6.13385, 0.10393, 1.02081)  0.208
H (-5.38689, 1.78494, -1.43795)  0.235
H (-6.26678, 0.26683, -1.50948)  0.213
H (-0.50766, -2.19889, -1.33667)  0.419
H (-1.65928, -3.04984, -2.28808)  0.399
I (0.73146, 9.41996, -0.47384)  0.128
C (0.28588, 7.39883, -0.18000)  -0.145
C (-0.92370, 7.04569, 0.40042)  -0.255
C (-1.20079, 5.70146, 0.61520)  -0.155
C (-0.29141, 4.72216, 0.23336)  -0.147
C (0.90453, 5.09435, -0.36249)  -0.164
C (1.20736, 6.43557, -0.56429)  -0.258
C (-0.57313, 3.26604, 0.48582)  0.747
O (-1.22707, 2.96847, 1.53746)  -0.735
O (-0.13250, 2.42159, -0.32269)  -0.757
H (-1.63730, 7.80649, 0.68894)  0.224
H (-2.12702, 5.40112, 1.08956)  0.232
H (1.59383, 4.32019, -0.67997)  0.227
H (2.14231, 6.72485, -1.02438)  0.222

Results
Relative energy (zero: lowest compared OMol25 entry of this formula, charge and spin)   45.0 kcal per mole

The following is a quantum chemistry calculation of one molecule with the formula C17H27N5O3, from OMol25.

Each line ends with the natural charge from an NBO analysis.
CARTESIAN COORDINATES (ANGSTROEM)
C (-5.73479, -0.23438, 4.50455)  -0.600
C (-5.19064, -0.77830, 3.19018)  -0.393
C (-4.10143, 0.10992, 2.60347)  -0.402
C (-3.56601, -0.44150, 1.29040)  -0.207
N (-2.54439, 0.41327, 0.71147)  -0.158
C (-1.22014, 0.42974, 0.94979)  -0.067
C (-0.75110, 1.48064, 0.20014)  0.037
C (0.66109, 1.98548, 0.05368)  0.066
C (1.40006, 1.95478, 1.39633)  -0.601
C (0.70668, 3.46709, -0.37656)  -0.054
O (0.37502, 3.74450, -1.71139)  -0.507
C (1.21759, 3.02637, -2.58166)  -0.075
C (1.03974, 1.54313, -2.36712)  -0.248
N (1.37366, 1.18220, -0.98227)  -0.436
C (1.75428, -0.09459, -0.69005)  0.690
O (1.60976, -0.61392, 0.40386)  -0.631
C (2.45108, -0.87580, -1.81124)  0.000
O (1.45462, -1.32678, -2.74772)  -0.388
N (1.79876, -2.62189, -3.17305)  -0.099
C (2.73010, -3.07228, -2.43773)  0.223
C (3.28194, -4.43925, -2.63959)  -0.651
C (3.14639, -2.13762, -1.33347)  -0.298
C (4.64589, -1.98980, -1.12603)  -0.605
N (-1.81237, 2.04441, -0.43501)  -0.244
N (-2.88942, 1.39521, -0.12316)  -0.067
H (-6.51390, -0.87921, 4.91126)  0.212
H (-4.94283, -0.15449, 5.25167)  0.202
H (-6.16167, 0.76066, 4.36699)  0.205
H (-4.79371, -1.78662, 3.34402)  0.195
H (-6.00478, -0.87575, 2.46587)  0.199
H (-4.49080, 1.11584, 2.42630)  0.213
H (-3.27700, 0.20846, 3.31636)  0.200
H (-3.13256, -1.43287, 1.42948)  0.206
H (-4.36170, -0.51938, 0.55055)  0.225
H (-0.72611, -0.29320, 1.57342)  0.242
H (1.05176, 2.79663, 1.99865)  0.212
H (1.23662, 1.03755, 1.94706)  0.240
H (2.47147, 2.07217, 1.22963)  0.216
H (0.00650, 4.02064, 0.24651)  0.212
H (1.72668, 3.82668, -0.17440)  0.165
H (0.93177, 3.29408, -3.59799)  0.202
H (2.26759, 3.31221, -2.41873)  0.160
H (-0.00014, 1.27397, -2.57420)  0.215
H (1.66611, 0.98872, -3.05911)  0.226
H (3.16413, -0.23096, -2.34112)  0.182
H (3.17229, -5.02987, -1.72757)  0.225
H (2.76291, -4.93704, -3.45504)  0.241
H (4.34764, -4.39358, -2.87130)  0.224
H (2.68010, -2.47411, -0.40196)  0.253
H (5.09664, -2.93595, -0.82528)  0.217
H (5.13796, -1.65196, -2.04052)  0.207
H (4.84866, -1.26328, -0.33834)  0.222

Results
SMILES string   CCCCn1cc([C@]2(C)COCCN2C(=O)[C@@H]2ON=C(C)[C@H]2C)nn1
Relative energy (zero: lowest compared OMol25 entry of this formula, charge and spin)   81.1 kcal per mole

The following is a quantum chemistry calculation of C17H28AlBIN2O4 as an isolated structure in a non-equilibrium geometry, from OMol25.

Each line ends with the natural charge from an NBO analysis.
CARTESIAN COORDINATES (ANGSTROEM)
C (0.90993, 2.79963, 1.23403)  -0.423
C (1.60960, 2.48270, 0.03185)  -0.037
C (2.15010, 1.74503, -1.36772)  -1.033
Al (0.87252, 0.23631, -1.97687)  1.273
I (2.07772, -0.89458, -4.04952)  -0.530
C (-0.88286, 1.01414, -2.67335)  -1.050
C (-2.19409, 0.80339, -1.72254)  0.031
C (-2.27292, 0.92321, -0.09120)  -0.224
C (-3.70962, 0.70259, 0.72548)  -0.230
C (-5.12749, 0.39523, -0.10889)  -0.281
C (-5.07542, 0.27010, -1.75153)  -0.266
C (-3.63412, 0.47320, -2.50517)  -0.251
B (0.71465, -1.08193, -0.41338)  0.597
O (1.94002, -1.26576, 0.44160)  -0.941
O (-0.51251, -1.83287, -0.07372)  -0.783
C (-0.78170, -2.75100, -1.19361)  -0.292
H (0.12733, 2.98809, 2.11588)  0.301
H (2.26969, 2.53956, -2.21757)  0.239
H (3.20070, 1.24218, -1.20138)  0.226
H (-0.68924, 2.17346, -2.87321)  0.238
H (-1.13686, 0.53109, -3.72496)  0.234
H (-1.30570, 1.15857, 0.52391)  0.254
H (-3.80868, 0.74300, 1.89127)  0.222
H (-6.15976, 0.25603, 0.42780)  0.210
H (-6.06477, 0.07230, -2.38309)  0.216
H (-3.63054, 0.41466, -3.69222)  0.213
H (2.64427, -0.58476, 0.14898)  0.486
H (-1.83847, -3.23596, -1.05271)  0.187
H (0.06372, -3.59218, -1.17551)  0.220
H (-0.72118, -2.26258, -2.25837)  0.182
C (-1.74673, 4.24167, 4.15731)  0.538
O (-1.41037, 3.28142, 3.47640)  -0.616
N (-1.04425, 4.74684, 5.23078)  -0.437
C (-1.51120, 5.88997, 5.98724)  -0.397
C (0.20090, 4.11542, 5.61577)  -0.421
H (-2.67734, 4.79562, 3.95116)  0.112
H (-0.75961, 6.68242, 5.93107)  0.193
H (-1.65294, 5.59054, 7.02957)  0.191
H (-2.45860, 6.26518, 5.58978)  0.211
H (0.89547, 4.15424, 4.77127)  0.225
H (0.00662, 3.06786, 5.86429)  0.217
H (0.64090, 4.62312, 6.47823)  0.199
C (2.33612, -5.70770, -1.91023)  0.533
O (1.24925, -5.14522, -1.94440)  -0.618
N (3.43461, -5.37327, -2.67343)  -0.437
C (4.68864, -6.09054, -2.57363)  -0.395
C (3.33316, -4.26944, -3.60542)  -0.429
H (2.52204, -6.56014, -1.23632)  0.098
H (5.47379, -5.39062, -2.27418)  0.194
H (4.93027, -6.51840, -3.55075)  0.187
H (4.62469, -6.89521, -1.83557)  0.203
H (3.07661, -3.36025, -3.05346)  0.248
H (2.53586, -4.48238, -4.32364)  0.214
H (4.27782, -4.12397, -4.13612)  0.197

Results
Charge   -1

The following is a quantum chemistry calculation of C17H28AlOP2 as an isolated structure in a non-equilibrium geometry, from OMol25.

Each line ends with the natural charge from an NBO analysis.
CARTESIAN COORDINATES (ANGSTROEM)
Al (0.12324, 0.06536, -0.16688)  0.824
H (-0.80349, 0.45249, 1.21827)  0.032
H (-0.17030, -0.08048, 1.50251)  0.132
P (-1.39713, 1.70170, -0.94836)  0.925
P (1.97187, -1.28476, 0.47993)  0.996
C (1.88391, -3.04615, 0.09244)  -0.973
H (2.84069, -3.54657, 0.29995)  0.254
H (1.10853, -3.52671, 0.68579)  0.280
H (1.62498, -3.18477, -0.96437)  0.245
C (3.40713, -0.69688, -0.46928)  -0.959
H (3.59640, 0.35780, -0.24102)  0.260
H (4.29763, -1.29532, -0.22051)  0.253
H (3.19940, -0.78382, -1.54310)  0.245
C (2.55329, -1.23931, 2.20715)  -0.947
H (1.80872, -1.68599, 2.86850)  0.272
H (3.49983, -1.79354, 2.30668)  0.256
H (2.71311, -0.19915, 2.51948)  0.255
C (-0.53397, 2.64301, -2.24911)  -0.938
H (-1.18805, 3.43655, -2.64255)  0.254
H (0.37877, 3.08745, -1.83698)  0.265
H (-0.25032, 1.96645, -3.06429)  0.249
C (-2.92214, 1.13785, -1.75085)  -0.957
H (-3.56940, 0.63656, -1.02109)  0.259
H (-3.46963, 1.98720, -2.19308)  0.258
H (-2.68084, 0.41660, -2.54075)  0.256
C (-1.95963, 2.99517, 0.20882)  -0.936
H (-1.09465, 3.45719, 0.69993)  0.265
H (-2.52632, 3.77360, -0.32989)  0.261
H (-2.60413, 2.55647, 0.97913)  0.255
C (-1.13328, -1.49954, -0.43253)  0.351
O (-1.86363, -2.40995, -0.78924)  -0.477
H (1.05476, 1.33265, 0.28588)  -0.356
C (-1.81214, -6.15160, 2.07483)  -0.198
C (-1.41442, -5.62797, 0.83130)  -0.212
C (-0.99141, -4.31302, 0.72599)  -0.151
C (-0.93395, -3.34605, 1.77024)  -0.232
C (-0.57933, -2.03697, 1.87724)  -0.124
C (-0.61504, -1.31311, 3.05073)  -0.386
C (-1.00097, -1.94905, 4.27442)  -0.195
C (-1.35683, -3.26269, 4.26761)  -0.182
C (-1.34677, -3.98163, 3.05102)  -0.031
C (-1.76565, -5.32206, 3.15901)  -0.175
H (-2.13404, -7.17989, 2.16495)  0.225
H (-1.42488, -6.29903, -0.03496)  0.225
H (-0.65795, -4.10942, -0.29517)  0.197
H (-0.40540, -0.25342, 3.30863)  0.217
H (-1.02760, -1.40382, 5.21402)  0.219
H (-1.65962, -3.74677, 5.19014)  0.223
H (-2.06447, -5.72222, 4.13356)  0.218

Results
Charge   +1

Respective E values: -4009.39563; -1163.42204; -1639.72948; -1664.56317 Ha.